No. 1
A single C2H3N3S3 molecule at a distorted geometry. Source: the Open Molecules 2025 dataset; level of theory: ωB97M-V/def2-TZVPD.

Maximum force = 0.104 Eh/bohr
HOMO energy = -8.789 eV

Element x y z (Å)
S1 3.6383 -0.0932 -0.0600
S2 1.1647 1.5545 0.2998
S3 1.1567 -1.4964 -0.0852
N1 -2.3181 -0.2933 -0.2132
N2 -0.2507 -0.8910 0.7585
N3 -0.4267 1.1529 -0.1966
C1 2.0154 -0.0289 -0.0186
C2 -1.1150 -0.1771 0.0267
H1 -0.6993 -1.6009 1.2194
H2 -2.6844 0.6182 -0.5504
H3 -0.4810 1.2551 -1.1805

=====

No. 2
A gas-phase ion, C2H3N4 (charge +1) at a distorted geometry. Source: the Open Molecules 2025 dataset; level of theory: ωB97M-V/def2-TZVPD.

Charge = +1
Maximum force = 0.067 Eh/bohr
HOMO energy (alpha / beta) = -16.920 / -16.920 eV

Element x y z (Å)
N1 -1.2432 -0.9290 1.9847
N2 -0.4799 -0.3544 1.2580
N3 0.2785 -1.3256 3.3613
N4 -1.0825 -1.3200 3.1383
C1 0.0425 -0.1593 -0.0045
C2 1.2546 -1.0664 2.7662
H1 0.3064 -1.1467 -0.5084
H2 -0.9852 0.2963 -0.4263
H3 0.8824 0.5177 -0.0428

=====

No. 3
2 unconnected molecules or ions with the total composition C2H3N4S at a distorted geometry. Source: the Open Molecules 2025 dataset; level of theory: ωB97M-V/def2-TZVPD.

Charge = -1
Maximum force = 0.062 Eh/bohr
HOMO energy = -3.836 eV

Element x y z (Å)
S1 -2.1882 -3.0982 -0.6683
N1 1.4974 -0.5506 -1.7341
N2 1.0196 0.1360 -1.0003
N3 0.9548 1.1433 -0.3299
N4 -0.7728 -0.7313 -0.4182
C1 0.3576 1.1882 0.9796
C2 -1.3466 -1.7589 -0.3961
H1 0.9136 1.9543 1.6012
H2 0.2824 0.1403 1.2446
H3 -0.7178 1.5769 0.7216

=====

No. 4
A single C2H3N5O molecule at a distorted geometry. Source: the Open Molecules 2025 dataset; level of theory: ωB97M-V/def2-TZVPD.

Maximum force = 0.120 Eh/bohr
HOMO energy = -10.120 eV

Element x y z (Å)
O1 0.6280 1.3050 -2.0739
N1 -2.1098 -1.0324 0.9956
N2 1.4460 -0.5612 0.7400
N3 1.4703 0.6743 -0.0289
N4 0.3176 -1.1754 1.0592
N5 -0.9590 0.5414 -0.2929
C1 0.3227 0.8354 -0.9018
C2 -0.8975 -0.5956 0.4784
H1 -2.3157 -1.5416 2.0148
H2 2.3464 0.8457 -0.4904
H3 -2.7616 -0.3098 0.2953

=====

No. 5
A molecular structure, C2H3N5O at a distorted geometry. Source: the Open Molecules 2025 dataset; level of theory: ωB97M-V/def2-TZVPD.

Maximum force = 0.137 Eh/bohr
HOMO energy = -10.144 eV

Element x y z (Å)
O1 0.3476 1.8121 0.1668
N1 2.2218 0.2749 -0.0029
N2 0.1126 -0.4812 -0.0776
N3 2.1402 -1.0874 -0.0751
N4 -2.3744 -0.1031 -0.2343
N5 0.9149 -1.5726 -0.1975
C1 0.8491 0.6037 0.1757
C2 -1.3239 -0.9006 0.3945
H1 0.9248 2.4625 -0.1453
H2 -2.1671 1.0029 -1.2610
H3 -1.6456 -2.0112 1.2568

=====

No. 6
A gas-phase ion, C2H3N6O2 (charge -1) at a distorted geometry. Source: the Open Molecules 2025 dataset; level of theory: ωB97M-V/def2-TZVPD.

Charge = -1
Maximum force = 0.045 Eh/bohr
HOMO energy (alpha / beta) = -2.900 / -2.902 eV

Element x y z (Å)
O1 3.0260 -1.5470 -0.6794
O2 4.4669 -0.1036 0.0830
N1 2.3663 0.0857 0.6529
N2 -2.2166 -0.8034 0.1206
N3 -1.9708 1.4680 -0.2414
N4 -0.0517 0.0907 0.2782
N5 -1.5500 2.6057 -0.3261
N6 3.3481 -0.5442 -0.0542
C1 -1.3196 0.2896 0.0148
C2 1.1595 0.0855 0.2041
H1 -1.9921 -1.2943 -0.7159
H2 -2.1960 -1.4191 0.9476
H3 -3.0700 1.0863 -0.2842

=====

No. 7
2 unconnected molecules or ions with the total composition C2H3NO at a distorted geometry. Source: the Open Molecules 2025 dataset; level of theory: ωB97M-V/def2-TZVPD.

Maximum force = 0.081 Eh/bohr
HOMO energy (alpha / beta) = -8.884 / -8.887 eV

Element x y z (Å)
O1 0.0600 -0.9071 -0.6128
N1 1.7137 0.6454 0.0105
C1 -1.9669 -0.3229 0.6435
C2 -0.9196 -0.5895 -0.0051
H1 1.7069 1.4340 -0.6064
H2 2.3667 -0.1341 -0.3903
H3 -2.9608 -0.1259 0.9607

=====

No. 8
A single C2H3NO molecule at a distorted geometry. Source: the Open Molecules 2025 dataset; level of theory: ωB97M-V/def2-TZVPD.

Maximum force = 0.120 Eh/bohr
HOMO energy = -10.289 eV

Element x y z (Å)
O1 -0.7805 -2.5416 -0.2788
N1 0.1282 -0.5532 0.1438
C1 0.2528 0.8603 0.0923
C2 -0.5050 -1.4509 -0.2166
H1 -0.0659 1.2585 -0.8731
H2 -0.3359 1.3258 0.8864
H3 1.3063 1.1011 0.2459

=====

Energy relative to the best compared isomer or geometry (same formula, charge and spin) list, top to bottom, in kcal/mol: 2.8, 118.1, 56.9, 91.6, 195.4, 85.2, 154.4, 11.1